Density functional theory data (the ωB97M-V functional and the def2-TZVPD basis) for a molecular structure, C49H65NP4S2SiTa.

Calculated values
ΔE to the lowest compared entry with this formula, charge and spin	0.0	kJ/mol
HOMO-LUMO gap	0.229	hartree
electronic energy	-4468.42216	a.u.

The geometry in ORCA input format:
```
! RIJCOSX wB97M-V def2-TZVPD def2/J DEFGRID3
* xyz 3 1
Ta -0.17641 -0.48440 0.08557
C 2.86655 -1.76094 2.01666
C 2.26376 -0.80840 3.04366
C 3.39431 -0.13144 3.83323
P 0.94311 0.35214 2.39583
C 1.52668 2.09044 2.10864
C 2.92892 2.15659 1.49900
C 1.38208 2.99388 3.33438
C -0.27699 0.36566 3.76901
C 0.17089 0.38710 5.08931
C -0.73575 0.30386 6.13726
C -2.09158 0.17988 5.87570
C -2.54380 0.16527 4.56167
C -1.65109 0.27225 3.49866
Si -2.14535 0.45607 1.70367
C -3.71136 -0.46312 1.24419
C -4.92710 -0.06343 1.80529
C -6.09629 -0.77519 1.58237
C -6.06676 -1.92354 0.80331
C -4.87692 -2.33322 0.22414
C -3.70268 -1.60100 0.41681
P -2.20800 -2.17934 -0.44961
C -2.03865 -4.00258 -0.10847
C -0.64645 -4.47134 -0.53606
C -2.44526 -4.55764 1.25675
C -2.46029 -2.26930 -2.30019
C -1.34618 -1.52674 -3.03425
C -3.87360 -1.93022 -2.77748
C -2.10401 2.32903 1.50915
C -2.58607 3.15004 2.53203
C -2.46916 4.53039 2.45734
C -1.84427 5.11579 1.36508
C -1.35899 4.32181 0.33689
C -1.48951 2.93560 0.40630
P -1.07915 1.86907 -0.99610
C -2.55751 2.17263 -2.08552
C -2.51778 1.57231 -3.49183
C -3.90068 1.95002 -1.40126
C 0.34289 2.55110 -1.97317
C 1.54477 2.83487 -1.07446
C 0.05292 3.76995 -2.85815
H 3.54829 -2.43602 2.53607
H 3.44175 -1.22357 1.26122
H 2.12236 -2.37179 1.50638
H 1.66878 -1.39978 3.74420
H 4.19290 0.18619 3.16750
H 3.81814 -0.86676 4.51796
H 3.08450 0.72810 4.42390
H 0.81286 2.45500 1.36446
H 3.68847 2.14044 2.27566
H 3.03860 3.09667 0.95668
H 3.13129 1.34590 0.79466
H 2.02141 2.67593 4.15831
H 0.35341 3.04097 3.68966
H 1.69033 4.00215 3.05230
H 1.22331 0.45241 5.32474
H -0.37754 0.32182 7.15774
H -2.79559 0.09578 6.69301
H -3.60626 0.06632 4.37029
H -4.96845 0.82703 2.42391
H -7.02665 -0.44298 2.02349
H -6.96944 -2.49725 0.64197
H -4.87485 -3.23160 -0.38086
H -2.76562 -4.38378 -0.83406
H 0.11692 -4.10240 0.15376
H -0.38052 -4.14654 -1.54397
H -0.60669 -5.56061 -0.52001
H -1.58878 -4.65475 1.91900
H -2.84225 -5.56279 1.11342
H -3.22337 -3.97038 1.74572
H -2.30409 -3.33089 -2.50653
H -1.24728 -0.48212 -2.72180
H -1.54209 -1.51516 -4.10726
H -0.38090 -2.00689 -2.87676
H -4.24003 -0.97889 -2.40245
H -4.59061 -2.69502 -2.48671
H -3.87446 -1.89052 -3.86776
H -3.04255 2.71090 3.41141
H -2.85272 5.14972 3.25734
H -1.73875 6.19101 1.31015
H -0.88817 4.79474 -0.51303
H -2.42293 3.25831 -2.17757
H -2.98225 0.59250 -3.51684
H -1.51552 1.48299 -3.90958
H -3.09449 2.21618 -4.15734
H -4.07792 0.89979 -1.17924
H -4.69203 2.28699 -2.07266
H -3.99271 2.51477 -0.47414
H 0.59556 1.71021 -2.63137
H 1.33986 3.65525 -0.38322
H 2.39538 3.12568 -1.69148
H 1.85075 1.95823 -0.50080
H -0.12235 4.67599 -2.28076
H -0.77668 3.63427 -3.54543
H 0.94303 3.95070 -3.46327
S 1.56872 -0.25713 -4.50868
P 2.88456 -0.73572 -3.22310
S 1.70006 -0.91135 -1.06761
C 4.07803 0.49046 -2.73062
C 4.33663 1.52396 -3.63292
C 5.30543 2.46906 -3.32949
C 6.00505 2.38740 -2.13442
C 5.74665 1.35676 -1.23487
C 4.78778 0.40519 -1.53005
C 3.53464 -2.38135 -3.24548
C 4.85944 -2.64228 -2.88538
C 5.34100 -3.93805 -2.96983
C 4.50957 -4.96225 -3.40312
C 3.19252 -4.69995 -3.76712
C 2.70065 -3.41076 -3.69412
H 3.79429 1.57938 -4.56791
H 5.51941 3.26204 -4.03313
H 6.76473 3.12271 -1.90450
H 6.30590 1.29218 -0.31078
H 4.59505 -0.40307 -0.83381
H 5.52100 -1.84416 -2.57837
H 6.37062 -4.14608 -2.71349
H 4.89496 -5.97057 -3.47501
H 2.56020 -5.49985 -4.12730
H 1.68865 -3.19054 -4.01094
N -0.79814 -2.47285 2.62576
C -0.66884 -1.70792 1.75430
H -1.26117 -2.75159 3.47662
*
```

---

Density functional theory data (the ωB97M-V functional and the def2-TZVPD basis) for a single C3H9N3O molecule in a non-equilibrium geometry.

Calculated values
ΔE to the lowest compared entry with this formula, charge and spin	205.3	kJ/mol
HOMO-LUMO gap	0.371	hartree
electronic energy	-359.16625	a.u.

The geometry in ORCA input format:
```
! RIJCOSX wB97M-V def2-TZVPD def2/J DEFGRID3
* xyz 0 1
O -2.65710 -1.03688 0.84607
C -1.81643 -1.02500 0.03582
N -1.98597 -1.36347 -1.23066
C -0.29339 -0.68287 0.42665
N 0.46124 0.20651 -0.57689
C 1.62518 0.60537 0.11232
N 1.65251 1.92310 0.87719
H -2.77309 -1.81809 -1.56938
H -1.31584 -1.03656 -1.89442
H 0.34271 -1.57062 0.40866
H -0.35548 -0.09309 1.32801
H -0.12045 0.99531 -0.83068
H 2.75984 0.47274 -0.45947
H 2.01534 -0.19541 0.81359
H 1.63095 2.66865 0.14578
H 0.82997 1.95033 1.56740
*
```

---

Density functional theory data (the ωB97M-V functional and the def2-TZVPD basis) for 8 unconnected molecules or ions with the total composition C23H64ClN2O21S5 in a non-equilibrium geometry.

Calculated values
ΔE to the lowest compared entry with this formula, charge and spin	413.7	kJ/mol
HOMO-LUMO gap	0.215	hartree
electronic energy	-5054.53649	a.u.

The geometry in ORCA input format:
```
! RIJCOSX wB97M-V def2-TZVPD def2/J DEFGRID3
* xyz 1 1
C 7.59698 -1.38513 -1.33517
C 7.20950 -1.76979 -2.83846
C 8.02299 -1.06452 -3.97494
O 9.39114 -1.42844 -3.75254
C 10.22226 -0.88861 -4.76053
N 7.21577 -3.34351 -2.91038
H 8.09355 -3.77817 -3.15671
H 7.06392 -3.81417 -2.02975
H 6.62354 -3.63969 -3.67303
H 8.57598 -1.81427 -1.12186
H 6.98883 -1.92198 -0.60712
H 7.52508 -0.34227 -1.02635
H 6.18777 -1.41674 -2.97818
H 7.95836 0.02353 -3.96665
H 7.65260 -1.34730 -4.96031
H 10.23947 -1.54166 -5.63307
H 11.23282 -0.79521 -4.36287
H 10.00071 0.11117 -5.13398
C -1.47860 -7.96474 -4.07269
C -1.54745 -6.66151 -4.92402
C -2.48123 -5.58453 -4.29120
O -2.42509 -4.38846 -5.03116
C -3.08519 -3.31847 -4.38491
N -0.09012 -6.07377 -4.85656
H -0.17120 -5.17299 -4.40699
H 0.54986 -6.66684 -4.34785
H 0.27735 -5.70553 -5.72228
H -2.43235 -8.41116 -3.79132
H -1.03216 -7.96706 -3.07831
H -0.80862 -8.67472 -4.55761
H -1.64701 -6.71636 -6.00808
H -2.15124 -5.45077 -3.26099
H -3.49152 -5.99025 -4.34401
H -4.17162 -3.38715 -4.32978
H -2.85498 -2.34127 -4.80938
H -2.83077 -3.29682 -3.32523
Cl 0.90949 -0.11162 -0.52294
O 0.82895 -1.41028 -1.10366
O 1.26565 0.79656 -1.63753
O -0.40806 0.24893 -0.17453
O 1.89407 -0.12302 0.54253
O 4.77801 6.69483 -5.60587
S 3.66642 7.55499 -5.17115
O 2.28183 7.36023 -5.64557
O 3.70492 7.71513 -3.52506
C 4.05275 6.57541 -2.74926
C 5.55381 6.71549 -2.37320
C 4.11463 9.23687 -5.59298
H 3.97705 5.62949 -3.28556
H 3.45572 6.46516 -1.84401
H 5.84958 7.55621 -1.74566
H 6.08479 6.93624 -3.29917
H 5.86575 5.85562 -1.78039
H 3.99681 9.26213 -6.67629
H 5.14600 9.53412 -5.40324
H 3.36924 9.92627 -5.19647
O 0.75721 -7.77048 2.40949
S -0.16083 -7.11001 3.40345
O -1.50854 -6.72987 3.01723
O -0.11919 -7.92313 4.88895
C -1.22874 -7.74427 5.77792
C -0.67562 -7.87567 7.14544
C 0.60765 -5.54132 4.05085
H -2.02296 -8.47168 5.61005
H -1.63236 -6.73926 5.65483
H -1.57665 -7.89915 7.75836
H 0.13621 -7.21155 7.44205
H -0.32861 -8.90340 7.25247
H -0.06061 -5.05023 4.75821
H 0.76476 -4.82751 3.24220
H 1.45870 -5.89403 4.63343
O -4.46932 -2.26109 7.09495
S -5.50201 -2.64058 6.12435
O -6.08826 -3.99424 6.05684
O -6.81030 -1.65753 6.33406
C -8.13401 -2.18507 6.17355
C -9.03225 -0.92040 6.33854
C -5.16149 -1.83181 4.43808
H -8.25959 -2.94299 6.94678
H -8.25407 -2.53558 5.14845
H -10.07116 -1.24486 6.27954
H -8.93066 -0.17410 5.55063
H -8.90668 -0.41810 7.29772
H -4.19351 -2.13542 4.03942
H -5.38076 -0.78206 4.63309
H -5.96737 -2.12978 3.76735
O -6.35257 9.08606 -2.67726
S -6.19619 7.61607 -2.74144
O -6.57287 6.82060 -3.90199
O -4.49239 7.31991 -2.48289
C -3.92450 6.21592 -3.12804
C -4.42808 4.71580 -2.72065
C -6.89849 6.82754 -1.23105
H -2.83738 6.26956 -3.06973
H -4.04744 6.23584 -4.21090
H -5.48149 4.59249 -2.97210
H -4.38630 4.52400 -1.64847
H -3.80131 4.01705 -3.27472
H -6.98822 5.76516 -1.45779
H -7.86207 7.29971 -1.03956
H -6.18341 7.14332 -0.47142
O 0.41001 4.02267 7.36940
S 0.15768 3.07969 6.28483
O -0.50742 1.81018 6.65101
O -0.56357 3.79850 5.00984
C -0.27459 5.11799 4.86883
C -0.44350 5.36644 3.34826
C 1.74233 2.59909 5.45448
H 0.74863 5.34958 5.16461
H -1.06053 5.69311 5.35835
H -1.47905 5.23751 3.03342
H 0.11951 4.66169 2.73633
H -0.04978 6.34938 3.08958
H 1.59603 1.64063 4.95641
H 2.47314 2.51526 6.25883
H 2.01835 3.36514 4.72986
*
```

---

Density functional theory data (the ωB97M-V functional and the def2-TZVPD basis) for a molecular structure, C10H25ClIN2P2Tb in a non-equilibrium geometry.

Calculated values
expectation value of S²	12.68
HOMO-LUMO gap (spin up / spin down)	0.299 / 0.302	hartree
electronic energy	-2770.16215	a.u.

The geometry in ORCA input format:
```
! RIJCOSX wB97M-V def2-TZVPD def2/J DEFGRID3
* xyz 2 7
C 3.36509 0.95146 -1.52846
I 2.96753 -0.27923 0.40157
H 2.45810 1.25066 -2.07375
H 4.01886 0.31627 -2.15525
H 3.94651 1.83023 -1.21192
Tb 0.25587 0.19256 -0.23625
P 0.14800 -2.00492 -2.00238
C 0.96938 -3.59892 -1.66029
C -1.58015 -2.43701 -2.44814
H -1.56902 -3.16931 -3.26638
H 0.51518 -2.44176 -4.35489
H -2.07455 -1.51312 -2.78149
H 0.14372 -0.70822 -4.03630
H 0.60001 -4.02695 -0.71775
H -2.13226 -2.83159 -1.58582
C 0.70980 -1.58624 -3.69355
H 0.79859 -4.30636 -2.48164
H 1.77775 -1.33391 -3.69259
H 2.04727 -3.42357 -1.53835
P 0.06304 2.58412 1.34522
C 0.80711 2.77097 3.00778
C 0.56638 4.09545 0.41959
H -2.17212 2.99346 0.55091
H -1.80111 4.02156 1.97954
H -2.22658 2.28030 2.18507
C -1.71355 3.01413 1.54999
H 0.00450 4.11379 -0.52847
H 0.33117 4.99126 1.01585
H 0.60587 3.76577 3.42852
H 1.89303 2.61529 2.92717
H 1.64183 4.05657 0.18992
H 0.41302 1.99632 3.68187
Cl -0.80883 1.50153 -2.09050
N -2.04344 -2.62644 2.34596
C -2.09259 -1.59190 3.29009
C -1.34501 -0.59643 2.75930
N -0.79169 -0.98869 1.53831
C -1.25387 -2.24602 1.31397
H -2.55718 -3.51188 2.36644
H -2.62736 -1.68063 4.22734
H -1.21002 0.40979 3.12625
H -1.04829 -2.84842 0.43351
*
```

---

> The lowest electronic energy belongs to which entry?

C23H64ClN2O21S5